Record 1
Molecular formula: CuF6N3O12S6
Method: DFT, ωB97M-V/def2-TZVPD

The geometry in XYZ format:
```
28
Properties=species:S:1:pos:R:3:forces:R:3
Cu -1.240 5.256 0.697 0.2463 -0.2731 0.0148
N -1.192 4.561 -1.422 -1.7792 -0.6692 -1.3196
S -0.101 4.375 -2.545 7.6822 1.1263 -0.5498
O -0.121 5.242 -3.709 -1.4059 -0.9717 0.8524
O 0.584 3.122 -2.739 -1.9339 0.1824 0.4101
F 0.978 5.161 -1.640 0.1394 -0.1680 -0.1632
S -2.443 4.842 -2.399 -4.0644 2.3764 -0.0305
O -2.774 3.872 -3.405 0.8354 -0.0665 0.6561
O -2.605 6.235 -2.758 0.3431 -1.3845 0.5350
F -3.536 4.626 -1.275 -0.0679 -0.1043 0.0627
N 0.812 4.688 1.792 0.0928 3.1647 0.7710
S 1.819 5.938 2.310 -0.4088 2.9130 3.4095
O 1.808 7.067 1.449 -0.5710 -0.2266 -0.6261
O 3.068 5.753 3.036 -1.4901 -1.2567 -1.3395
F 0.852 6.315 3.537 0.1879 -0.0876 -0.6942
S 1.917 3.805 1.225 3.4097 -5.7800 -3.6387
O 2.448 2.882 2.191 -0.3466 0.3832 -0.1486
O 2.875 4.349 0.281 -0.9495 0.4608 1.3739
F 1.060 2.863 0.233 -0.3317 0.5050 0.8212
N -3.056 5.825 2.020 -2.5540 -4.5949 -3.3605
S -4.543 5.176 2.357 -2.1873 -5.8907 -2.9179
O -5.743 5.787 1.833 1.8346 0.3847 0.7829
O -4.615 4.398 3.562 0.0465 1.6129 0.1774
F -4.346 3.904 1.345 0.1005 1.1047 -0.1234
S -3.075 6.827 3.088 5.4328 8.2418 5.6160
O -2.896 6.397 4.445 -1.4107 -0.2038 -0.2948
O -3.804 8.032 2.797 -0.6559 -0.8344 0.4005
F -1.547 7.324 2.848 -0.1942 0.0561 -0.6766
```
Forces are in eV/Å.

* ΔE to the lowest compared entry with this formula, charge and spin: 251.9 kJ/mol
* total charge: -2
* gap between HOMO and LUMO: 9.328 eV

=====

Record 2
Molecular formula: C6H15ClNO2
Method: DFT, ωB97M-V/def2-TZVPD

The geometry in XYZ format:
```
25
Properties=species:S:1:pos:R:3:forces:R:3
Cl -2.277 2.044 0.249 -4.5815 4.2635 1.0350
C 1.441 -1.602 3.464 -0.5236 0.8325 -0.6141
O 0.645 -0.876 2.511 0.4310 -0.3685 0.5685
C -0.035 -1.623 1.516 -0.3107 -0.1854 -0.5335
C -1.077 -0.773 0.765 0.9554 1.1009 0.5767
N -0.541 0.346 -0.006 3.7827 -4.5591 -0.4659
C 0.270 -0.017 -1.175 0.0910 1.6299 1.2266
C 1.018 1.267 -1.662 0.1190 -1.3162 0.5636
O 0.172 2.325 -2.032 -0.3276 -0.0008 -0.5510
C -0.802 2.039 -3.020 -0.4707 0.2833 0.0558
H 1.997 -0.856 4.032 0.0503 0.1342 -0.1708
H 2.163 -2.281 3.010 -0.0213 -0.1503 -0.2718
H 0.853 -2.137 4.209 -0.3914 -0.2963 -0.1552
H -0.552 -2.486 1.938 -0.2267 -0.1400 0.4524
H 0.648 -2.062 0.789 0.5948 0.0219 -0.0539
H -1.678 -0.315 1.551 -0.2676 0.1148 -0.0610
H -1.750 -1.409 0.190 -0.0736 -0.6050 -0.2027
H -1.288 1.014 -0.133 0.6905 -0.3765 -0.9389
H -0.217 -0.408 -2.068 -0.7000 -0.3791 -0.1937
H 0.969 -0.785 -0.845 0.5199 0.0556 -0.2980
H 1.711 0.951 -2.442 -0.0820 0.0351 -0.9344
H 1.706 1.649 -0.908 -0.4765 0.1337 0.4267
H -1.600 1.350 -2.741 0.3622 -0.4909 0.5128
H -0.379 1.714 -3.970 0.3841 -0.1732 -0.1344
H -1.396 2.930 -3.221 0.4725 0.4361 0.1612
```
Forces are in eV/Å.

* ΔE to the lowest compared entry with this formula, charge and spin: 204.7 kJ/mol
* total charge: -1
* gap between HOMO and LUMO: 6.706 eV

=====

- Which of these has the highest total charge?
  C6H15ClNO2

=====

- Which of these has the lowest gap between HOMO and LUMO?
  C6H15ClNO2

=====

- What is the gap between HOMO and LUMO in the first record?
  9.328 eV